Entry 1:
A 7-piece molecular cluster, C12H30BF7N2O11PS2 overall in a non-equilibrium geometry. Source: OMol25; level of theory: ωB97M-V/def2-TZVPD.

Each line ends with the Mulliken charge.
Geometry (Å):
O (0.1984, -3.3582, -4.1293)  -0.567
S (0.1150, -2.1109, -3.1646)  0.976
O (0.2408, -0.8695, -4.0734)  -0.478
P (-1.6937, -2.3117, -2.0648)  0.199
C (-2.8174, -0.7896, -1.9559)  -0.447
C (-2.3859, 0.5051, -2.8540)  -1.224
C (-1.2332, 1.4641, -2.1533)  0.376
C (-1.5618, 1.8893, -0.6038)  -0.060
C (-1.3640, 3.4807, -0.2639)  -0.689
C (-0.0011, 3.7752, 0.6591)  -0.563
C (-0.1116, 3.1566, 2.1764)  -0.558
S (-0.3230, 4.4511, 3.5251)  -0.060
C (0.2330, 3.7931, 5.2058)  0.389
N (1.5273, 4.0556, 5.9664)  -0.272
N (1.6380, 3.3999, 7.2117)  -0.256
C (0.3277, 2.6343, 7.4244)  0.025
O (-0.4472, 2.9211, 6.1769)  -0.262
B (-1.4455, -2.9409, -0.2322)  0.686
O (-0.8184, -4.2424, 0.1129)  -0.724
O (-1.8986, -2.1165, 0.9437)  -0.407
C (1.6981, -2.1962, -2.1272)  0.392
F (2.8299, -2.3012, -3.1220)  -0.241
F (1.7001, -3.4737, -1.3785)  -0.185
C (1.9809, -0.8573, -1.2262)  0.661
F (2.2836, 0.2557, -2.2023)  -0.261
F (0.8785, -0.4732, -0.3148)  -0.263
C (3.3440, -0.9659, -0.2778)  0.467
F (3.3311, -2.1160, 0.6551)  -0.199
F (4.5281, -0.9007, -1.1729)  -0.273
F (3.3013, 0.2681, 0.5931)  -0.205
H (-2.4791, -3.3755, -2.7060)  0.320
H (-3.9007, -1.1144, -2.3316)  0.477
H (-2.9720, -0.5086, -0.8092)  0.231
H (-2.1289, 0.2185, -3.9818)  0.312
H (-3.3562, 1.1955, -2.9377)  0.425
H (-1.1536, 2.4682, -2.7871)  0.601
H (-0.1761, 0.9635, -2.1856)  -0.409
H (-2.7118, 1.6389, -0.4049)  0.240
H (-0.9335, 1.2695, 0.1674)  -0.104
H (-1.3500, 4.0631, -1.2855)  0.302
H (-2.2696, 3.8013, 0.4334)  0.287
H (0.0993, 4.9399, 0.7613)  0.386
H (0.9168, 3.2780, 0.1269)  0.162
H (-0.9533, 2.3545, 2.3155)  0.338
H (0.9157, 2.6161, 2.4013)  0.301
H (0.0239, 1.9496, 8.3351)  0.333
H (-0.0170, -3.9727, 0.6860)  0.360
H (-2.9144, -2.2042, 0.8941)  0.346
O (7.0944, -1.8652, -1.9779)  -0.615
H (6.1993, -1.5966, -1.7221)  0.401
H (7.2970, -2.6022, -1.3823)  0.327
O (-3.1042, -5.7070, -0.5795)  -0.602
H (-2.9719, -6.6180, -0.2772)  0.328
H (-2.2488, -5.2807, -0.4194)  0.364
O (1.0361, 7.3880, 6.6649)  -0.660
H (0.3528, 7.5458, 7.3336)  0.310
H (1.1384, 6.4244, 6.6576)  0.329
O (4.0685, -5.2817, -2.5896)  -0.668
H (3.4949, -4.5463, -2.3269)  0.288
H (4.0106, -5.2898, -3.5569)  0.325
O (-5.9921, -5.7325, -0.0921)  -0.606
H (-5.8599, -6.6436, 0.2101)  0.310
H (-5.1368, -5.3062, 0.0680)  0.303
O (0.3089, 3.9595, -3.1686)  -0.581
H (0.8208, 4.4059, -3.8597)  0.288
H (0.7986, 3.1390, -3.0075)  0.272

Relative energy (zero: lowest compared OMol25 entry of this formula, charge and spin) = 339.4 kcal/mol
Orbital gap = 4.5 eV
Net charge = +1
Maximum force = 11.25 eV/Å
LUMO level = -6.6 eV

Entry 2:
C12H30Br4HfO9S2 as an isolated structure in a non-equilibrium geometry. Source: OMol25; level of theory: ωB97M-V/def2-TZVPD.

Each line ends with the Mulliken charge.
Geometry (Å):
Hf (-29.6516, 7.6013, 4.5331)  0.688
Br (-28.7530, 10.2450, 3.7754)  -0.525
Br (-26.9675, 6.6637, 4.3812)  -0.602
Br (-30.3297, 5.8663, 6.7641)  -0.593
Br (-31.9118, 7.7350, 2.7657)  -0.543
O (-28.4779, 8.3222, -0.2367)  -0.603
S (-28.3907, 7.2130, 0.6923)  0.821
O (-28.8714, 7.2760, 2.0686)  0.166
O (-29.1695, 5.9183, -0.0056)  -0.171
C (-29.0764, 5.8613, -1.4430)  -0.239
C (-29.8497, 4.5942, -1.7916)  -1.117
C (-26.6611, 6.5801, 0.6799)  -0.817
H (-28.0612, 5.8013, -1.8351)  0.337
H (-29.6560, 6.6575, -1.9102)  0.323
H (-30.0208, 4.4209, -2.8540)  0.418
H (-30.7919, 4.5655, -1.2443)  0.302
H (-29.2634, 3.7218, -1.5030)  0.130
H (-26.4716, 6.1296, -0.2944)  0.328
H (-26.5776, 5.8280, 1.4645)  0.051
H (-26.0292, 7.4181, 0.9741)  0.459
O (-29.7924, 5.2424, 3.6160)  -0.057
S (-29.6219, 3.8843, 3.0255)  0.815
O (-30.7273, 3.2618, 2.3080)  -0.620
O (-28.2879, 3.9559, 1.9856)  -0.066
C (-28.1574, 2.8218, 1.1716)  -0.398
C (-26.8880, 2.9329, 0.3628)  -1.140
C (-29.0497, 2.7929, 4.3173)  -1.038
H (-29.0399, 2.6861, 0.5464)  0.368
H (-28.0646, 1.9268, 1.7868)  0.411
H (-26.5504, 1.9928, -0.0736)  0.412
H (-26.1022, 3.3548, 0.9894)  0.336
H (-27.0481, 3.6437, -0.4479)  0.104
H (-29.7510, 2.5886, 5.1263)  0.416
H (-28.2397, 3.3065, 4.8351)  0.298
H (-28.7629, 1.8443, 3.8634)  0.381
C (-26.6173, 10.5789, 9.4391)  -0.755
O (-26.6617, 10.8072, 8.0350)  -0.358
C (-26.4281, 9.6288, 7.2672)  -0.310
C (-27.5362, 8.4925, 7.4506)  -0.888
O (-28.7046, 8.7248, 6.6512)  0.491
C (-29.6314, 9.4135, 7.5059)  -0.311
C (-30.8104, 9.9370, 6.7440)  -0.878
O (-31.1472, 8.8408, 5.8202)  0.196
C (-32.6125, 8.7341, 5.8947)  -0.961
H (-26.4720, 9.5508, 9.7707)  0.348
H (-27.5024, 10.9644, 9.9452)  0.244
H (-25.6946, 11.0833, 9.7258)  0.312
H (-25.4089, 9.2468, 7.3251)  0.399
H (-26.6075, 9.8147, 6.2083)  0.156
H (-27.6881, 8.2767, 8.5082)  0.367
H (-27.1315, 7.4986, 7.2598)  0.551
H (-29.1664, 10.2523, 8.0238)  0.256
H (-29.9967, 8.6455, 8.1876)  0.345
H (-30.5515, 10.8289, 6.1735)  0.302
H (-31.5590, 10.2415, 7.4755)  0.453
H (-32.9414, 8.7462, 6.9338)  0.448
H (-32.8618, 7.7178, 5.5897)  0.293
H (-33.1383, 9.4504, 5.2635)  0.266

Relative energy (zero: lowest compared OMol25 entry of this formula, charge and spin) = 30.0 kcal/mol
Orbital gap = 8.5 eV
Maximum force = 3.25 eV/Å
LUMO level = -0.3 eV

Entry 3:
C12H30CrFO8P2 as an isolated structure in a non-equilibrium geometry. Source: OMol25; level of theory: ωB97M-V/def2-TZVPD.

Each line ends with the Löwdin spin population.
Geometry (Å):
Cr (1.5888, 1.4313, 1.8406)  3.008
F (2.5662, 0.4953, 0.5543)  -0.039
C (1.2317, 3.6723, -3.6168)  0.000
C (1.1858, 2.9393, -2.3237)  0.000
O (-0.2267, 2.8466, -1.9164)  -0.001
P (-0.7025, 2.1958, -0.5809)  0.007
O (0.3318, 2.0334, 0.5037)  0.020
O (-1.9765, 2.9993, -0.1711)  -0.001
C (-1.9414, 4.3817, 0.2255)  0.000
C (-1.8698, 5.3699, -0.9398)  0.000
O (-1.2780, 0.8105, -0.9882)  0.002
C (-2.2581, 0.5737, -2.0294)  0.001
C (-1.9090, 0.9473, -3.4771)  0.000
H (0.7441, 4.6480, -3.6058)  0.000
H (2.2564, 3.9286, -3.8974)  0.000
H (0.8246, 3.0985, -4.4480)  0.000
H (1.5460, 1.9056, -2.3852)  0.000
H (1.8127, 3.3375, -1.5212)  0.000
H (-2.8523, 4.6351, 0.7678)  0.000
H (-1.1758, 4.5953, 0.9788)  0.000
H (-1.7338, 6.3683, -0.5192)  0.000
H (-1.0031, 5.1805, -1.5662)  0.000
H (-2.8214, 5.4000, -1.4638)  0.000
H (-2.3131, -0.5161, -2.0050)  0.000
H (-3.2656, 0.9152, -1.7981)  0.000
H (-2.1994, 1.9987, -3.5825)  0.000
H (-0.8415, 1.0241, -3.6679)  0.000
H (-2.5475, 0.3580, -4.1253)  0.000
C (0.0646, -2.7612, -1.8012)  0.000
C (0.6351, -1.9373, -0.6791)  0.000
O (-0.0689, -2.2342, 0.5622)  0.003
P (0.4702, -1.8257, 1.9514)  0.005
O (0.8028, -0.3619, 2.1566)  0.001
O (-0.5314, -2.3483, 3.0118)  -0.007
C (-0.2853, -2.0919, 4.4374)  0.000
C (-0.4279, -3.4015, 5.2076)  0.000
O (1.8010, -2.6599, 2.0918)  0.001
C (1.6958, -4.1141, 1.9524)  0.000
C (2.9211, -4.6330, 1.2304)  0.000
H (0.3692, -3.8088, -1.7681)  0.000
H (-1.0162, -2.7741, -1.6377)  0.000
H (0.2630, -2.3964, -2.8053)  0.000
H (1.7224, -1.9021, -0.6017)  0.000
H (0.3387, -0.8980, -0.8494)  0.000
H (0.6109, -1.5200, 4.6757)  0.000
H (-1.1081, -1.4426, 4.7417)  0.000
H (-1.4079, -3.4549, 5.6834)  0.000
H (-0.3262, -4.3559, 4.7032)  0.000
H (0.2633, -3.2158, 6.0344)  0.000
H (1.6830, -4.6259, 2.9152)  0.000
H (0.7898, -4.3727, 1.4077)  0.000
H (3.8208, -4.6410, 1.8393)  0.000
H (2.6566, -5.6727, 1.0158)  0.000
H (3.0907, -4.1239, 0.2827)  0.000

Relative energy (zero: lowest compared OMol25 entry of this formula, charge and spin) = 0.0 kcal/mol
Orbital gap (spin up / spin down) = 6.2 / 7.7 eV
Net charge = +2
⟨S²⟩ = 3.81
Maximum force = 6.63 eV/Å
LUMO level (spin up / spin down) = -10.6 / -9.0 eV
2S+1 = 4

Entry 4:
C12H30F2K2NO10S2 as an isolated structure in a non-equilibrium geometry. Source: OMol25; level of theory: ωB97M-V/def2-TZVPD.

Each line ends with the Mulliken charge.
Geometry (Å):
K (2.4103, 4.5773, 3.2505)  0.937
K (0.3086, 2.2333, 4.6935)  0.963
N (1.3376, 2.2994, 2.2611)  -0.339
S (0.4378, 2.3955, 0.8427)  1.060
O (0.0783, 1.1853, 0.1770)  -0.465
O (0.7634, 3.5293, 0.0359)  -0.597
F (-0.9770, 2.8096, 1.4901)  -0.295
S (2.2947, 1.1872, 1.7949)  1.029
O (3.0217, 1.4210, 0.5878)  -0.568
O (1.8628, -0.1410, 2.1154)  -0.474
F (3.4193, 1.5223, 2.9030)  -0.369
C (-2.6746, 4.0937, -0.7794)  -0.626
O (-2.9977, 4.6322, -2.0460)  -0.326
C (-3.1281, 6.0313, -1.9513)  -0.489
C (-3.1416, 6.6915, -3.3238)  -0.583
O (-4.2909, 6.3269, -4.0214)  -0.313
C (-4.2955, 6.8523, -5.3518)  -0.705
H (-3.5177, 4.3052, -0.1109)  0.353
H (-1.7115, 4.4064, -0.3704)  0.169
H (-2.5947, 3.0084, -0.8756)  0.301
H (-2.3171, 6.4842, -1.3621)  0.341
H (-4.0241, 6.3238, -1.3860)  0.322
H (-2.1829, 6.5519, -3.8362)  0.357
H (-3.1553, 7.7736, -3.1107)  0.359
H (-4.1552, 7.9397, -5.3082)  0.297
H (-5.2718, 6.5952, -5.7473)  0.238
H (-3.4369, 6.4405, -5.8899)  0.304
C (3.8575, -6.7486, -0.0212)  -0.820
O (3.4654, -5.4235, -0.2223)  -0.254
C (4.2756, -4.4745, 0.4194)  -0.811
C (3.6002, -3.1247, 0.4064)  0.299
O (3.5653, -2.6158, -0.9121)  -0.398
C (2.5083, -1.7020, -1.0927)  -0.159
H (3.2760, -7.4194, -0.6431)  0.252
H (3.9090, -7.0909, 1.0205)  0.322
H (4.9089, -6.8689, -0.3347)  0.323
H (5.3251, -4.4214, 0.1070)  0.413
H (4.3384, -4.8089, 1.4688)  0.375
H (4.1778, -2.4129, 1.0043)  0.309
H (2.5977, -3.2536, 0.8245)  -0.273
H (1.5672, -2.1577, -0.7650)  0.041
H (2.4270, -1.4288, -2.1404)  0.355
H (2.6461, -0.8012, -0.4884)  0.028
C (-2.1050, -4.8762, -0.1101)  -0.710
O (-1.6084, -4.4198, 1.1329)  -0.381
C (-0.6761, -3.3813, 1.0443)  -0.247
C (0.0093, -3.2602, 2.4080)  0.140
O (-0.9415, -2.9979, 3.4656)  -0.449
C (-1.6034, -1.7312, 3.4111)  -0.526
H (-2.7024, -4.1731, -0.6961)  0.285
H (-2.6645, -5.7740, 0.1366)  0.272
H (-1.2615, -5.1509, -0.7569)  0.275
H (-0.9680, -2.3989, 0.6689)  0.271
H (0.1532, -3.7111, 0.3975)  0.317
H (0.5944, -2.3295, 2.3732)  -0.123
H (0.5834, -4.1163, 2.7408)  0.313
H (-0.8589, -1.0555, 3.8573)  0.072
H (-2.3933, -1.9186, 4.1423)  0.315
H (-2.0647, -1.4292, 2.4728)  0.293

Relative energy (zero: lowest compared OMol25 entry of this formula, charge and spin) = 29.5 kcal/mol
Orbital gap = 5.6 eV
Net charge = +1
Maximum force = 6.47 eV/Å
LUMO level = -5.2 eV